*one*
Formula: C2H8NO2PS
Source: OMol25
Level of theory: wB97M-V/def2-TZVPD

CARTESIAN COORDINATES (ANGSTROEM)
H -2.57130 0.58568 -0.98319
H 0.61325 -1.82623 2.13363
H 1.86290 -0.71793 -1.86994
H 2.83759 0.57583 -1.34882
C 0.42012 -0.74516 1.91961
C -2.72807 -0.49127 -1.01849
O -2.03686 -1.07189 -0.25279
N 1.96175 0.24314 -1.67103
H -3.47855 -0.93431 -1.70904
O 1.23021 -0.40852 0.75464
H -0.18358 2.63188 0.15145
H -0.59566 -0.41299 1.77490
H 0.93114 -0.30545 2.77996
S 1.08738 2.44625 -0.05635
P 0.64967 0.43097 -0.60453

As for the spin multiplicity: 1. Its charge is 0. Its SMILES is COP(N)S.C=O. The lowest unoccupied orbital energy is 0.8210 eV.

Atomic partial charges in e from the natural (NBO) method, atoms 1 to 8: H 0.107; H 0.189; H 0.381; H 0.386; C -0.252; C 0.282; O -0.503; N -1.145

*two*
Formula: C2H8NO2PS
Source: OMol25
Level of theory: wB97M-V/def2-TZVPD

CARTESIAN COORDINATES (ANGSTROEM)
H -0.15407 -1.21418 -2.37558
H 1.75644 -0.14305 0.80003
O -1.59910 0.48786 0.82400
H 0.02351 1.84017 1.99994
C 0.99260 1.39714 1.89904
H 1.56436 1.42462 2.85774
S -0.98875 1.06008 -3.22548
P -0.30482 0.32760 -0.11705
H -1.34195 -2.64695 -1.72318
N 0.81543 0.18594 1.13941
C -0.37849 -1.92528 -1.62424
H 1.53843 1.92932 1.17983
O -0.27379 -1.31115 -0.37296
H -2.14254 1.25675 0.58240
H 0.49273 -2.66888 -1.84389

As for the spin multiplicity: 1. Its charge is 0. The lowest unoccupied orbital energy (spin up / spin down) is -2.1806 / -2.2834 eV.

Atomic partial charges in e from the natural (NBO) method, atoms 1 to 8: H 0.192; H 0.387; O -0.985; H 0.200; C -0.430; H 0.211; S -0.178; P 1.552

*one* is preferred energetically. Next in line: 2.347 eV higher.